(1)
16
Properties=species:S:1:pos:R:3 method="wB97M-V/def2-TZVPD" homo_energy_ev=-8.45 homo_lumo_gap_ev=9.4 multiplicity=1 de_lowest_ev=3.196
C 0.471 -1.442 2.382
C -0.753 -1.402 1.507
C 0.913 0.364 -0.047
C 0.662 -0.266 -1.240
H 1.482 -1.722 1.747
H 0.435 -2.161 3.164
H 0.757 -0.502 2.579
H -1.515 -2.104 1.824
H -0.769 1.583 0.447
H 1.497 -0.368 0.638
H 1.323 1.429 -0.156
H 1.441 -0.735 -1.787
H -0.148 -1.039 -1.483
N -1.277 -0.395 0.934
N -0.325 0.607 0.720
Cl -0.061 1.213 -2.009

(2)
17
Properties=species:S:1:pos:R:3 method="wB97M-V/def2-TZVPD" homo_energy_ev=-9.12 homo_lumo_gap_ev=9.8 multiplicity=1 de_lowest_ev=5.753
C -0.009 2.150 0.446
C -0.635 -0.407 0.033
C 0.791 -0.887 0.112
C 1.266 -1.058 1.507
H 0.924 2.341 1.259
H -0.798 2.941 0.582
H 0.527 2.187 -0.563
H -2.568 0.710 -0.721
H -3.585 -0.896 -0.905
H 0.693 -1.852 -0.503
H 0.733 -0.074 2.243
H 0.943 -2.355 2.021
H 2.582 -0.889 1.446
N -1.589 -1.111 -0.307
N -2.862 -0.292 -0.322
O -0.798 0.956 0.561
Cl 1.742 0.074 -1.031

(3)
17
Properties=species:S:1:pos:R:3 method="wB97M-V/def2-TZVPD" homo_energy_ev=-7.64 homo_lumo_gap_ev=7.1 multiplicity=1 de_lowest_ev=3.965
C 2.659 0.003 -0.427
C -0.335 1.883 0.105
C -0.777 -1.611 0.878
C -1.517 -0.364 -0.999
N -0.048 0.541 0.594
N -0.741 -0.425 0.088
S 2.767 1.588 0.050
Cl 2.822 -1.431 0.618
H -1.321 2.343 0.511
H 0.292 2.604 0.601
H -0.352 1.762 -1.012
H -1.723 -1.962 1.387
H -0.463 -2.561 0.231
H -0.118 -1.545 1.692
H -1.576 0.615 -1.561
H -2.153 -1.263 -1.298
H 2.587 -0.177 -1.457

(4)
19
Properties=species:S:1:pos:R:3 method="wB97M-V/def2-TZVPD" homo_energy_ev=-10.57 homo_lumo_gap_ev=11.1 multiplicity=1 smiles="COC(=O)[C@@H](C)N[P@H](=O)Cl" de_lowest_ev=0.000
C 2.925 -1.100 -0.325
O 1.585 -0.884 -0.804
C 0.858 0.129 -0.341
O 1.184 0.754 0.632
C -0.550 0.220 -0.909
C -1.114 -1.186 -0.352
N -1.325 1.322 -0.305
P -1.820 1.333 1.260
O -2.589 0.197 1.800
Cl -3.080 2.882 1.074
H 3.139 -0.432 0.544
H 3.590 -0.739 -1.268
H 2.952 -2.195 -0.145
H -0.546 0.323 -1.999
H -2.212 -1.166 -0.108
H -0.854 -1.960 -1.079
H -0.490 -1.402 0.484
H -0.798 2.143 -0.244
H -0.856 1.761 2.084

(5)
15
Properties=species:S:1:pos:R:3 method="wB97M-V/def2-TZVPD" homo_energy_ev=-9.93 homo_lumo_gap_ev=11.0 multiplicity=1 smiles=CCOCCCl de_lowest_ev=1.063
C 2.877 -0.892 0.192
C 2.034 0.327 -0.383
O 0.850 0.291 0.353
C -0.149 1.054 -0.226
C -1.437 0.797 0.397
Cl -2.140 -0.766 -0.129
H 2.166 -1.719 0.159
H 3.757 -1.260 -0.398
H 3.168 -0.590 1.236
H 2.406 1.402 -0.213
H 1.759 0.230 -1.451
H -0.261 0.629 -1.237
H 0.209 2.057 -0.262
H -2.161 1.568 0.169
H -1.417 0.674 1.485

(6)
15
Properties=species:S:1:pos:R:3 method="wB97M-V/def2-TZVPD" homo_energy_ev=-9.98 homo_lumo_gap_ev=10.7 multiplicity=1 smiles=CC(C)(Cl)CO de_lowest_ev=2.433
C -0.257 -0.516 1.581
C -0.198 0.207 0.120
C -1.317 -0.107 -0.905
Cl -0.296 1.946 0.305
C 1.143 -0.020 -0.433
O 2.328 0.464 -0.023
H 0.444 0.087 2.341
H -0.003 -1.588 1.363
H -1.334 -0.465 1.794
H -1.123 0.400 -1.749
H -1.463 -1.161 -1.634
H -2.297 -0.046 -0.429
H 0.871 0.494 -1.501
H 1.121 -1.099 -0.484
H 2.382 1.404 -0.346

(7)
15
Properties=species:S:1:pos:R:3 method="wB97M-V/def2-TZVPD" homo_energy_ev="-11.74 / -13.54" homo_lumo_gap_ev="6.7 / 9.4" multiplicity=1 charge=+1 de_lowest_ev=4.698
C -2.766 0.551 0.183
C -1.938 -0.494 0.147
C 1.428 0.559 0.633
C -0.772 -0.484 -0.579
N 2.444 -0.143 -0.221
F -0.152 -1.655 -0.724
H -3.642 0.424 0.809
H -2.674 1.420 -0.568
H -2.021 -1.369 0.850
H 1.463 1.652 0.654
H 1.074 0.086 1.472
H -0.518 0.190 -1.403
H 2.239 0.110 -1.316
H 2.494 -1.093 -0.008
H 3.340 0.246 0.070

(8)
15
Properties=species:S:1:pos:R:3 method="wB97M-V/def2-TZVPD" homo_energy_ev=-16.02 homo_lumo_gap_ev=9.2 multiplicity=1 charge=+1 smiles="C=[N+](F)CCC" de_lowest_ev=4.870
C -1.634 1.428 -1.671
N -0.865 1.774 -0.486
F -0.838 3.076 -0.261
C -0.104 0.959 0.387
C 0.225 -0.389 -0.080
C 1.004 -1.135 0.953
H -1.780 2.240 -2.387
H -2.217 0.497 -1.654
H -0.714 0.779 1.347
H 0.750 1.542 0.837
H -0.706 -0.903 -0.074
H 0.627 -0.383 -1.084
H 1.194 -0.431 1.787
H 0.489 -1.922 1.365
H 1.955 -1.428 0.559

(9)
16
Properties=species:S:1:pos:R:3 method="wB97M-V/def2-TZVPD" homo_energy_ev=-9.34 homo_lumo_gap_ev=10.3 multiplicity=1 smiles=N[C@@H]1C[C@@H](N)C1F de_lowest_ev=3.231
N -1.514 -1.017 -0.845
C -1.256 0.277 -0.166
C -0.260 0.805 -1.106
C 0.980 0.114 -0.365
N 2.098 0.893 -0.160
C -0.022 0.162 0.854
F -0.216 -0.976 1.709
H -0.432 -1.472 -0.638
H -2.258 -1.489 -0.285
H -2.166 0.772 0.022
H -0.647 0.516 -2.103
H -0.019 1.864 -0.920
H 1.031 -1.033 -0.549
H 2.758 0.535 0.497
H 2.570 0.907 -1.185
H 0.378 0.906 1.512

(10)
16
Properties=species:S:1:pos:R:3 method="wB97M-V/def2-TZVPD" homo_energy_ev=-8.58 homo_lumo_gap_ev=9.5 multiplicity=1 smiles=C[C@]1(F)[C@H](N)[C@@H]1N de_lowest_ev=1.052
C -1.018 0.114 1.443
C -0.750 -0.026 -0.021
F -1.886 -0.114 -0.768
C 0.429 -0.812 -0.560
N 1.340 -1.488 0.308
C 0.388 0.728 -0.714
N 1.325 1.427 0.114
H -1.623 0.999 1.645
H -0.077 0.280 1.942
H -1.465 -0.791 1.854
H 0.169 -1.381 -1.439
H 2.109 -1.875 -0.209
H 1.713 -0.847 1.023
H 0.113 1.055 -1.758
H 0.931 2.305 0.432
H 2.160 1.678 -0.412

(11)
17
Properties=species:S:1:pos:R:3 method="wB97M-V/def2-TZVPD" homo_energy_ev=-8.97 homo_lumo_gap_ev=10.0 multiplicity=1 de_lowest_ev=1.357
N 2.104 -1.188 -0.263
N 2.310 -0.029 0.393
C 1.483 0.979 0.297
C 0.298 1.107 -0.653
O -0.355 -0.135 -0.957
C -0.962 -0.800 0.144
C -2.239 -0.043 0.594
F -3.185 -0.124 -0.376
H 2.967 -1.642 -0.418
H 1.537 -1.094 -1.076
H 1.739 1.769 1.003
H 0.708 1.461 -1.607
H -0.418 1.846 -0.246
H -1.170 -1.858 -0.090
H -0.275 -0.752 1.009
H -1.946 1.016 0.732
H -2.596 -0.515 1.513

(12)
17
Properties=species:S:1:pos:R:3 method="wB97M-V/def2-TZVPD" homo_energy_ev=-14.11 homo_lumo_gap_ev=10.5 multiplicity=1 charge=+1 de_lowest_ev=3.022
C 0.751 -1.060 0.216
C -1.360 -1.859 -0.127
C -1.701 -0.334 -0.347
C 2.037 -0.323 0.445
N 0.000 -2.008 0.349
N -0.428 0.238 -0.641
N -0.284 1.710 -0.158
F -2.300 0.355 0.655
H -1.982 -2.224 0.621
H -1.598 -2.379 -1.054
H -2.403 -0.249 -1.213
H 1.689 0.636 0.855
H 2.612 -0.031 -0.428
H 2.703 -0.822 1.142
H 0.506 1.873 0.406
H -1.161 1.931 0.296
H -0.291 2.283 -1.038

(13)
16
Properties=species:S:1:pos:R:3 method="wB97M-V/def2-TZVPD" homo_energy_ev=-10.00 homo_lumo_gap_ev=10.7 multiplicity=1 smiles="C=C(F)[C@@H](C)O.O" de_lowest_ev=1.404
C -1.809 0.846 0.134
C -0.691 0.385 0.710
F -0.821 -0.533 1.798
C 0.694 0.404 0.214
C 1.734 1.067 1.146
O 1.143 -0.816 -0.228
H -2.759 0.906 0.607
H -1.611 1.362 -0.800
H 0.701 1.063 -0.774
H 2.667 0.704 0.786
H 1.697 2.167 1.022
H 1.522 0.709 2.213
H 0.995 -1.686 0.225
O -1.119 -2.447 -1.996
H -1.574 -1.507 -2.150
H -0.770 -2.625 -2.908

(14)
15
Properties=species:S:1:pos:R:3 method="wB97M-V/def2-TZVPD" homo_energy_ev=-8.55 homo_lumo_gap_ev=9.5 multiplicity=1 smiles=CS[C@H](C)CF de_lowest_ev=2.101
C -1.280 0.361 -1.745
S 0.388 -0.365 -1.597
C 0.773 -0.199 0.226
C 0.430 -1.468 0.963
C 0.268 1.076 0.863
F 0.941 2.136 0.129
H -2.155 -0.286 -1.836
H -1.173 1.008 -0.775
H -1.169 1.174 -2.600
H 1.862 -0.321 0.076
H 0.687 -1.336 2.032
H -0.514 -1.970 0.761
H 1.024 -2.185 0.719
H -0.755 1.146 0.915
H 0.675 1.230 1.869

(15)
17
Properties=species:S:1:pos:R:3 method="wB97M-V/def2-TZVPD" homo_energy_ev=-12.99 homo_lumo_gap_ev=8.7 multiplicity=1 charge=+1 de_lowest_ev=0.912
C -0.558 0.534 -2.124
C -0.345 0.729 -0.618
C -0.134 -0.988 1.247
C 0.741 -1.779 2.128
N 0.344 -0.403 0.231
N 0.220 1.933 -0.116
I -1.112 -1.474 -2.656
I -1.781 2.197 -2.923
H 0.306 0.729 -2.633
H -1.392 0.822 -0.245
H -1.246 -0.908 1.375
H 0.789 -1.227 2.994
H 1.832 -1.911 1.729
H 0.267 -2.541 2.682
H 1.343 -0.382 0.017
H 1.135 1.987 -0.569
H -0.409 2.680 -0.519

(16)
17
Properties=species:S:1:pos:R:3 method="wB97M-V/def2-TZVPD" homo_energy_ev=-11.96 homo_lumo_gap_ev=8.3 multiplicity=1 charge=+1 de_lowest_ev=1.354
C -0.049 -2.624 0.238
C 1.530 1.312 1.849
C 2.081 0.862 -0.608
C 1.340 1.347 0.371
N -0.903 -2.053 -0.268
N -2.896 -0.420 -1.320
I 3.746 -0.442 -0.307
I -0.546 2.179 -0.326
H 0.387 -3.210 0.912
H 1.575 2.373 2.226
H 2.562 0.895 1.841
H 0.869 0.591 2.472
H 1.692 0.826 -1.698
H -2.663 0.654 -1.468
H -2.258 -0.976 -2.013
H -2.513 -0.809 -0.459
H -3.954 -0.505 -1.441

(17)
17
Properties=species:S:1:pos:R:3 method="wB97M-V/def2-TZVPD" homo_energy_ev=-12.73 homo_lumo_gap_ev=9.1 multiplicity=1 charge=+1 smiles=[NH3+][C@@H]1[C@@H](P)[C@H](I)[C@H]1I de_lowest_ev=0.261
N 0.853 -1.697 0.522
C -0.359 -0.972 -0.058
C 0.388 0.622 -0.603
P -0.427 1.370 -2.283
C -0.154 1.119 0.719
I 1.190 1.218 2.430
C -1.150 -0.045 0.905
I -3.140 0.237 0.216
H 1.646 -1.818 -0.129
H 0.832 -2.646 0.974
H 1.207 -1.164 1.357
H -0.989 -1.526 -0.695
H 1.428 0.572 -0.406
H 0.372 0.640 -3.155
H 0.289 2.442 -2.319
H -0.601 2.132 0.623
H -1.384 -0.485 1.902

(18)
17
Properties=species:S:1:pos:R:3 method="wB97M-V/def2-TZVPD" homo_energy_ev="-10.81 / -10.81" homo_lumo_gap_ev="6.6 / 6.6" multiplicity=1 charge=+1 smiles="[NH3+]/C=C/[C@@H](I)C=[PH2]I" de_lowest_ev=0.611
N -1.179 -0.671 2.904
C -0.856 -0.585 1.467
C -0.566 0.575 0.859
C 0.040 0.710 -0.471
I 2.335 1.052 0.675
C 0.063 -0.304 -1.416
P 0.938 -0.125 -2.960
I 0.649 1.960 -4.202
H -1.695 -1.452 3.285
H -1.681 0.170 2.942
H -0.227 -0.625 3.251
H -0.622 -1.417 0.902
H -0.571 1.518 1.407
H 0.126 1.665 -0.960
H 0.037 -1.381 -1.228
H 1.072 -1.129 -3.901
H 2.137 0.037 -2.552

(19)
17
Properties=species:S:1:pos:R:3 method="wB97M-V/def2-TZVPD" homo_energy_ev="-7.76 / -7.75" homo_lumo_gap_ev="3.9 / 3.9" multiplicity=1 de_lowest_ev=4.485
C 0.253 -0.623 0.557
C -0.089 -0.019 -1.808
C 0.845 1.743 -0.323
C -0.150 0.508 -0.346
Si -1.994 1.128 -0.001
I -2.828 2.091 -2.207
I -4.346 -2.889 0.686
I -2.392 3.040 1.600
H 1.298 -0.712 0.732
H -0.068 -0.466 1.609
H -0.073 -1.579 0.210
H -0.713 -0.843 -1.887
H 0.941 -0.151 -1.891
H -0.407 0.806 -2.556
H 1.851 1.369 -0.086
H 0.899 2.389 -1.265
H 0.783 2.433 0.623

(20)
15
Properties=species:S:1:pos:R:3 method="wB97M-V/def2-TZVPD" homo_energy_ev=-13.98 homo_lumo_gap_ev=9.3 multiplicity=1 charge=+1 de_lowest_ev=2.972
C -1.016 -0.653 -0.373
C -2.842 -0.834 -0.439
C 2.317 0.687 0.900
C 1.303 0.260 -0.201
N 0.028 -0.191 0.343
I -2.829 1.134 -1.180
H -3.054 -1.753 -1.097
H -0.800 -1.057 -1.332
H -3.257 -0.839 0.517
H 3.151 0.993 0.162
H 1.819 1.481 1.478
H 2.627 -0.105 1.597
H 1.571 -0.578 -0.768
H 1.055 1.208 -0.784
H -0.072 0.247 1.177